1.
# C19H22O6

A single C19H22O6 molecule in a non-equilibrium geometry (wB97M-V/def2-TZVPD, OMol25).

Results
LUMO: 0.12 eV
E_HOMO: -9.308 eV

Geometry as ORCA input:
```
! RIJCOSX wB97M-V def2-TZVPD def2/J DEFGRID3
* xyz 0 1
O -0.03464 -2.09993 3.50597
O -0.95034 3.69878 -2.14345
O -1.39154 0.26250 -2.32045
O 1.21795 1.07114 2.47633
O 1.70619 0.77052 0.53136
O -1.65878 -0.78907 2.44501
C -0.47075 -1.51287 2.47659
C -1.26165 2.50633 -2.01311
C 3.23734 -0.84474 3.51754
C -2.50755 2.08119 -1.51707
C -2.51566 0.66808 -1.64321
C 3.06093 -0.35847 2.25091
C -3.31243 -0.30860 -0.96031
C -2.85702 -0.69995 0.25733
C 4.29933 -0.07392 1.46306
C -4.38300 -1.07945 -1.67300
C 1.24536 -2.50544 1.03631
C -0.05463 1.40327 -3.86804
C 0.70312 0.99097 -1.50885
C 0.40289 0.84508 -0.06670
C 0.52585 -1.12364 1.41943
C -0.46111 1.31178 -2.43544
C 1.61300 0.01108 1.74011
C -1.73297 -0.08362 1.09333
C -0.40171 -0.42334 0.38168
H 1.82260 1.88727 2.43457
H 4.26090 -1.02808 3.86084
H 2.39073 -1.05450 4.12319
H -3.26170 2.70375 -1.00033
H -3.25924 -1.66801 0.67728
H 4.45344 1.01823 1.38909
H 5.15858 -0.51190 1.92622
H 4.19112 -0.49389 0.43181
H -4.62255 -2.05983 -1.13284
H -4.18681 -1.48379 -2.65734
H -5.43456 -0.56959 -1.75746
H 2.07171 -2.74262 1.62190
H 0.62494 -3.39812 0.89278
H 1.55897 -2.47797 0.11896
H 0.99914 1.78436 -4.01738
H -0.71162 2.08334 -4.32500
H -0.22743 0.39677 -4.41045
H 1.42923 0.16377 -1.94493
H 1.26829 1.94454 -1.60332
H -0.01389 1.74720 0.23629
H -1.86750 1.01822 1.14522
H -0.66256 -0.97681 -0.45447
*
```

---

2.
# C19H23BN5O4S2Sn

A molecular structure, C19H23BN5O4S2Sn in a non-equilibrium geometry (wB97M-V/def2-TZVPD, OMol25).

Results
LUMO: 2.48 eV
E_HOMO: -4.022 eV

Geometry as ORCA input:
```
! RIJCOSX wB97M-V def2-TZVPD def2/J DEFGRID3
* xyz -1 1
Sn 0.63703 -0.07968 -1.65251
C -1.33348 0.09220 3.05069
C -0.69169 1.37665 2.51823
C -1.44616 2.59201 3.03255
O -0.78078 1.30703 1.08872
B 0.38184 0.76835 0.58532
O 1.34292 0.72310 1.59067
C 0.84682 1.40390 2.75580
C 1.42208 2.82338 2.72502
C 1.32835 0.68469 4.00733
H -2.35677 0.03406 2.68120
H -1.34412 0.06034 4.14066
H -0.79315 -0.76929 2.65701
H -2.51095 2.44755 2.85057
H -1.13705 3.49562 2.51019
H -1.28526 2.72048 4.10463
H 1.11763 3.32055 1.80361
H 2.51107 2.76209 2.73958
H 1.08936 3.41080 3.58097
H 0.99359 -0.35005 4.01679
H 0.95974 1.19202 4.90033
H 2.41928 0.68961 4.02668
C 4.05026 -4.20550 -4.00746
C 3.88086 -4.29623 -2.49336
C 3.75240 -2.94347 -1.87630
N 3.63747 -1.83559 -2.50929
N 3.66287 -0.72584 -1.72111
C 3.84433 -1.00880 -0.47003
N 4.12965 -0.08356 0.49272
S 3.91893 -2.71831 -0.13782
H 4.25868 -5.19100 -4.42446
H 4.86926 -3.53036 -4.25197
H 3.14238 -3.81313 -4.46098
H 4.75282 -4.78122 -2.04502
H 3.00675 -4.89864 -2.23379
H 3.79481 0.83534 0.23905
H 3.80399 -0.33976 1.40972
O -1.02967 2.21607 -2.57305
C -1.88590 1.43253 -2.18868
N -1.62917 0.18354 -1.70776
C -2.78298 -0.43365 -1.29739
O -2.89376 -1.53016 -0.79424
C -3.92266 0.51180 -1.60723
C -5.28264 0.38315 -1.43108
C -6.09249 1.44141 -1.84010
C -5.53831 2.58882 -2.39217
C -4.16003 2.71654 -2.55309
C -3.36819 1.66089 -2.15467
H -5.70409 -0.51610 -1.00072
H -7.16673 1.37329 -1.71885
H -6.18789 3.39869 -2.70085
H -3.72259 3.60847 -2.98254
S 0.50850 -4.85296 -0.63741
C 0.47886 -3.26052 -0.78218
N 0.50400 -2.09115 -0.86193
*
```